ORCA calculation (the ωB97M-V functional and the def2-TZVPD basis) on C4H8O2 as an isolated structure.

XYZ file:
```
14
Properties=species:S:1:pos:R:3:lowdin_charge:R:1
O 2.01 1.14 0.38 -0.053
H -2.73 0.94 -0.28 0.113
H -1.17 0.18 -1.95 0.060
H 0.19 -1.70 0.32 0.091
O -0.70 0.76 0.10 -0.200
C 0.37 -0.65 0.50 -0.038
C -1.09 -0.38 -1.01 -0.030
H -2.29 -0.41 0.87 0.107
H 1.78 -0.33 -1.08 0.127
H 1.27 1.69 0.09 0.083
C 1.70 -0.18 0.01 -0.277
H 0.22 -0.40 1.56 0.120
C -2.00 0.18 0.00 -0.235
H 2.45 -0.83 0.49 0.132
```

Output
LUMO = 0.89 eV
Kohn-Sham gap = 0.325 Ha
relative energy (zero: lowest compared OMol25 entry of this formula, charge and spin) = 162.5 kcal/mol

***

ORCA calculation (the ωB97M-V functional and the def2-TZVPD basis) on C21H23N3PtS3 as an isolated structure.

XYZ file:
```
51
Properties=species:S:1:pos:R:3:lowdin_charge:R:1
C -3.67 1.12 -0.61 -0.110
C 1.44 -0.35 1.62 -0.168
H 1.73 -1.13 0.92 0.137
C -0.20 -3.94 -1.11 -0.125
H 5.37 2.05 -2.45 0.101
C 3.26 2.00 -2.16 -0.129
H 0.25 -1.53 2.97 0.121
C -2.27 -1.07 1.76 -0.074
Pt -0.56 0.56 -0.43 0.445
C -3.36 2.02 0.42 -0.742
H -4.18 3.21 1.86 0.138
C -0.63 -2.44 0.72 -0.301
H 4.01 0.46 1.27 0.108
H 0.03 -6.00 -0.62 0.102
C -0.14 -5.01 -0.24 -0.092
H 3.03 2.44 -3.12 0.094
H 5.85 1.04 -0.24 0.097
C -6.00 1.23 0.00 -0.065
C 4.56 1.78 -1.79 -0.096
C 3.79 0.88 0.30 -0.037
H -2.84 0.74 -1.20 0.047
H 2.26 2.08 2.46 0.096
S -1.81 2.49 0.86 0.657
H -5.20 -0.03 -1.57 0.118
H 0.47 2.11 2.38 0.039
H -0.31 0.14 2.80 0.111
C -0.33 -4.80 1.12 -0.092
N -0.90 -1.11 1.24 -0.249
C -0.45 -2.64 -0.65 -0.625
H -0.77 -3.38 2.64 0.107
C 2.47 1.12 -0.06 -0.291
H -2.50 -0.08 2.13 0.064
C 1.39 2.08 1.79 -0.098
C 0.09 -0.71 2.25 -0.167
S 0.59 2.10 -1.88 0.555
H -2.41 -1.80 2.56 0.094
N 1.40 0.93 0.90 -0.268
C -5.70 2.15 0.95 -0.071
C -4.97 0.70 -0.81 -0.026
H 2.18 -0.32 2.44 0.121
C -0.58 -3.52 1.59 -0.048
C 4.83 1.21 -0.55 -0.094
H 1.42 2.99 1.19 0.095
H -6.44 2.60 1.59 0.126
H -2.95 -1.30 0.94 0.098
N -4.41 2.54 1.14 0.052
H -0.06 -4.08 -2.17 0.096
C 2.19 1.69 -1.31 -0.616
H -0.29 -5.63 1.82 0.098
S -0.56 -1.37 -1.84 0.565
H -7.02 0.91 -0.15 0.105
```

Output
LUMO (alpha / beta) = -0.43 / -0.43 eV
Kohn-Sham gap (alpha / beta) = 0.223 / 0.223 Ha
relative energy (zero: lowest compared OMol25 entry of this formula, charge and spin) = 19.5 kcal/mol

***

ORCA calculation (the ωB97M-V functional and the def2-TZVPD basis) on one molecule with the formula C2H3N3O2.

XYZ file:
```
10
Properties=species:S:1:pos:R:3:lowdin_charge:R:1
N -0.08 -0.23 0.94 0.220
N 1.52 0.71 -0.75 0.135
O -1.60 -0.48 -0.63 0.056
N -0.60 0.35 -1.12 0.077
C 0.33 0.36 -0.21 -0.482
O -1.96 -1.56 1.33 0.120
H 1.04 0.84 -1.69 0.130
C -1.30 -0.84 0.64 -0.530
H 2.20 1.30 -0.28 0.105
H 0.45 -0.46 1.77 0.169
```

Output
LUMO = 0.46 eV
Kohn-Sham gap = 0.355 Ha
SMILES = Nc1noc(=O)[nH]1
relative energy (zero: lowest compared OMol25 entry of this formula, charge and spin) = 45.1 kcal/mol

***

ORCA calculation (the ωB97M-V functional and the def2-TZVPD basis) on C23H23CeCl5N5O4S4 as an isolated structure.

XYZ file:
```
65
Properties=species:S:1:pos:R:3:lowdin_charge:R:1
N -1.00 -0.72 -1.06 -0.119
C 5.62 -1.30 -0.95 -0.725
C -0.45 1.67 3.20 -0.272
C 3.22 -0.98 -2.15 -0.654
H -6.30 4.16 -2.42 0.095
Cl 3.80 -2.66 -4.20 0.687
Cl 6.63 -2.85 -2.93 0.654
S 2.24 0.76 2.86 0.864
H 0.79 0.65 4.72 0.056
H -2.97 -4.85 -2.38 0.075
C -1.96 1.26 -1.38 -0.441
C -1.18 -1.96 -1.35 -0.917
H 2.49 -1.96 1.27 0.099
C -1.50 -0.38 2.17 -0.156
C -3.10 3.45 -1.63 -0.277
C 4.59 -0.62 -0.30 -0.703
H 0.30 -2.29 0.94 0.030
N 2.23 3.52 -0.45 -0.457
C 0.87 1.36 3.92 -0.417
C 5.37 -1.95 -2.16 -0.701
H -1.44 -4.69 -0.33 0.061
Cl 1.75 -0.68 -3.12 0.674
C 4.13 -1.83 -2.76 -0.743
H 1.91 -3.05 2.54 0.135
C -4.33 1.45 -2.28 -0.021
C 2.37 -1.09 3.24 -0.386
Ce 1.23 0.91 -0.11 0.986
H -1.25 3.49 -1.31 0.093
H -4.12 5.25 -1.74 0.118
C -2.13 -4.16 -2.32 -0.550
C -5.42 3.57 -2.20 -0.090
H -6.38 1.77 -2.84 0.093
S -2.75 -2.52 -1.87 0.945
C 1.86 -1.99 2.15 -0.283
H -4.27 0.43 -2.50 0.080
Cl 7.16 -1.32 -0.22 0.672
H -1.10 -2.43 2.68 0.120
C -1.07 -4.58 -1.33 -0.489
S 0.97 4.48 1.67 0.526
O 2.33 2.46 -1.34 -0.276
C -3.14 2.05 -1.77 -0.053
O 2.98 4.51 -0.65 -0.068
N -0.76 0.91 1.98 -0.097
H -2.33 -0.23 2.90 0.124
H -1.97 -0.67 1.24 0.088
H 3.42 -1.21 3.33 0.037
H -1.39 1.46 1.44 0.096
H -0.54 -5.50 -1.59 0.079
H -0.39 2.70 2.89 0.022
O -0.90 1.82 -1.00 -0.150
S 0.09 -3.17 -1.28 0.918
H -1.29 1.54 3.91 0.121
H -0.11 -1.26 3.56 0.097
C -5.46 2.20 -2.47 -0.110
C -0.54 -1.50 2.60 -0.191
C -4.24 4.18 -1.85 -0.026
N -2.15 -0.05 -1.40 -0.027
C 1.36 3.30 0.59 -0.852
Cl 4.96 0.03 1.24 0.722
N 0.56 -1.63 1.67 -0.111
H 1.91 -1.23 4.16 0.038
O -1.99 4.15 -1.33 0.076
H 1.16 2.30 4.40 0.076
C 3.37 -0.39 -0.94 -0.265
H -1.77 -4.10 -3.34 0.068
```

Output
LUMO (alpha / beta) = 1.67 / 1.67 eV
Kohn-Sham gap (alpha / beta) = 0.168 / 0.168 Ha
net charge = -1